{"formula": "C13H16N4O3S2", "method": "ωB97M-V with the def2-TZVPD basis set", "symbols": ["C", "C", "H", "H", "O", "C", "O", "C", "C", "N", "C", "C", "C", "O", "C", "H", "H", "S", "C", "N", "N", "C", "N", "H", "H", "S", "C", "H", "H", "H", "H", "C", "H", "H", "H", "H", "H", "H"], "xyz": [[-3.9841, 0.0065, 1.2618], [-2.6479, -0.7177, 1.6912], [-2.6129, -1.6635, 1.3378], [-2.7043, -0.7278, 2.7633], [-1.6306, -0.2080, 1.0346], [-0.5163, -0.6367, 1.5357], [-0.4126, -1.7083, 2.2771], [0.6093, 0.2570, 0.7982], [1.9139, -0.0967, 0.8314], [2.6759, 0.7532, 0.1854], [1.7206, 1.9260, -0.3040], [0.4106, 1.5128, 0.0118], [-0.6969, 1.9656, -0.3438], [-1.4009, 2.8161, 0.5925], [-1.0612, 2.0895, -1.8464], [-1.7632, 2.9088, -1.8717], [-0.1320, 1.8734, -2.2954], [-2.0995, 0.5624, -1.9523], [-0.7533, -0.5064, -1.9095], [0.3723, -0.4117, -1.9186], [1.0855, -1.5344, -1.8300], [0.3200, -2.4426, -1.1734], [0.9392, -3.6380, -0.9676], [0.3443, -4.2807, -0.2260], [1.9429, -3.6154, -1.1503], [-1.2162, -2.2047, -1.2907], [2.2877, 2.6653, -1.1623], [3.2063, 3.4521, -0.7478], [2.4565, 2.4578, -2.0468], [1.5530, 3.5834, -1.1784], [3.6386, 0.8870, -0.0383], [2.6246, -1.2920, 1.4437], [1.9447, -1.8857, 2.0306], [3.3026, -1.0455, 2.3354], [3.2141, -1.8802, 0.8398], [-3.9467, 1.2595, 1.4883], [-4.0564, -0.0592, -0.0782], [-4.9280, -0.4212, 1.8729]], "atomic_forces_ev_per_a": [[-0.717, 1.990, -1.992], [-6.939, 1.043, 0.848], [-1.220, -3.767, -0.375], [1.099, 0.259, 0.641], [2.592, 3.089, 0.104], [4.554, -2.560, -0.094], [-0.115, 5.207, -3.025], [-2.477, -1.447, 2.170], [2.258, -2.282, 0.987], [-3.688, 5.036, -1.785], [-2.953, -11.246, 7.480], [13.136, -6.277, 4.905], [-13.234, 11.865, 0.954], [3.241, -5.116, -5.365], [-1.566, -1.699, 3.992], [0.470, 0.527, -0.927], [0.633, 0.671, -1.740], [-0.148, 1.030, -1.009], [-13.731, -2.443, 1.351], [12.192, 1.997, -2.782], [1.133, -1.030, 2.774], [7.191, -1.102, -2.948], [-2.950, -1.987, 2.821], [3.081, 1.907, -2.640], [-0.540, -0.437, 0.722], [-6.078, 1.258, 0.101], [2.559, 14.843, 2.578], [-1.811, -2.567, -0.920], [1.861, -2.614, -8.514], [0.927, -1.131, -0.755], [0.474, -0.682, 0.421], [-0.968, 1.596, 3.822], [-0.712, -0.572, -0.475], [-0.549, 0.585, -1.395], [0.982, -1.115, -1.929], [0.099, -3.719, -0.580], [-0.273, 0.049, 4.415], [2.188, 0.838, -1.837]], "largest_force_ha_per_bohr": 0.3461, "relative_energy_kj_mol": 1355.5, "homo_energy_ev": -8.07}